Entry 1:
A structure of composition C51H45CaNO3P2SSe2Te2, computed with ωB97M-V/def2-TZVPD.

Geometry as XYZ:
```
108
Properties=species:S:1:pos:R:3
Ca 0.7173 -0.7527 -0.0753
O -1.4707 1.2686 -2.6566
C -1.1552 2.5960 -2.8442
C -1.4216 3.3285 -3.9933
C -1.0712 4.6756 -4.0209
C -0.4559 5.2616 -2.9052
C -0.1593 4.5078 -1.7750
C -0.4950 3.1619 -1.7278
P -0.3021 2.0512 -0.3347
C 0.6247 3.0837 0.7780
C 1.9870 3.2632 0.4458
C 2.7662 4.1506 1.1634
C 2.2067 4.8977 2.2003
C 0.8395 4.7176 2.5008
C 0.0559 3.7785 1.8445
C -1.9983 1.9137 0.2615
C -2.7457 3.0684 0.4955
C -4.0621 2.9310 0.9418
C -4.6564 1.6813 1.0959
C -3.9223 0.5426 0.7530
C -2.6235 0.6491 0.2910
C -2.3318 0.5108 -3.4304
C -3.4949 1.0217 -4.0267
C -4.2301 0.1532 -4.8190
C -3.8103 -1.1664 -4.9937
C -2.6675 -1.6554 -4.3726
C -1.9539 -0.8491 -3.5138
P -0.5127 -1.3280 -2.6108
C 0.7525 -1.0855 -3.8562
C 1.4910 0.1007 -3.8517
C 2.4074 0.3516 -4.8658
C 2.6122 -0.5998 -5.8687
C 1.8588 -1.7756 -5.8703
C 0.9203 -2.0237 -4.8727
C -0.7228 -3.1009 -2.4059
C -2.0086 -3.6103 -2.1245
C -2.1946 -4.9775 -1.9665
C -1.1042 -5.8562 -2.0144
C 0.1709 -5.3343 -2.2600
C 0.3782 -3.9749 -2.4490
H -1.9167 2.8551 -4.8412
H -1.2649 5.2823 -4.9028
H -0.2191 6.3206 -2.9186
H 0.3119 4.9971 -0.9306
H 2.4196 2.6979 -0.3736
H 3.8151 4.2619 0.9137
H 2.8250 5.5659 2.8074
H 0.4051 5.2799 3.3248
H -0.9641 3.5697 2.1610
H -2.2831 4.0473 0.3681
H -4.6401 3.8176 1.1455
H -5.6676 1.5913 1.4717
H -4.3759 -0.4479 0.8274
H -2.1161 -0.2278 -0.0748
H -3.7565 2.0674 -3.8911
H -5.1287 0.5081 -5.3187
H -4.3845 -1.8309 -5.6354
H -2.3170 -2.6677 -4.5530
H 1.3910 0.8054 -3.0214
H 2.9664 1.2883 -4.8551
H 3.3625 -0.4224 -6.6285
H 1.9704 -2.4838 -6.6712
H 0.3072 -2.9174 -4.9158
H -2.8354 -2.9138 -2.0042
H -3.1943 -5.3495 -1.7738
H -1.2514 -6.9229 -1.8660
H 1.0369 -5.9902 -2.2596
H 1.3961 -3.6070 -2.5740
Se 3.2590 0.0248 -0.7537
Te 4.3714 -3.7260 -1.9365
Te 4.1391 -2.1403 0.1704
Se 2.0746 -3.0182 1.2628
O 0.6824 0.1306 1.9740
S 2.1932 -0.2003 2.4684
C 2.6888 1.2933 3.2131
C 1.7843 1.9715 4.0086
C 2.2620 2.9879 4.8394
C 3.6102 3.3343 4.8244
C 4.4961 2.6361 3.9907
C 4.0417 1.6027 3.1877
C 1.9501 -1.0913 3.9673
C 0.6906 -1.1898 4.5452
C 0.5858 -1.7474 5.8166
C 1.7419 -2.1277 6.4968
C 3.0017 -1.9836 5.9000
C 3.1258 -1.4494 4.6317
H 0.7438 1.6753 3.9222
H 1.5639 3.5360 5.4676
H 3.9966 4.1444 5.4455
H 5.5428 2.8936 3.9519
H 4.7152 1.0345 2.5484
H -0.1461 -0.7633 3.9991
H -0.3858 -1.8852 6.2849
H 1.6952 -2.5863 7.4794
H 3.9027 -2.2591 6.4523
H 4.0845 -1.2571 4.1640
C -0.8926 -4.6862 1.3224
N -1.3651 -3.5378 2.1575
C -1.8693 -3.8553 3.5015
C -1.3762 -2.2982 1.6637
O -1.0506 -2.0361 0.5049
H -0.1272 -5.2316 1.8698
H -0.4583 -4.3163 0.4006
H -1.7295 -5.3530 1.0914
H -2.7751 -4.4513 3.4521
H -2.0656 -2.9063 3.9995
H -1.1122 -4.4006 4.0790
H -1.7002 -1.5183 2.3591
```

Computed properties:
Relative energy (zero: lowest compared OMol25 entry of this formula, charge and spin) in kJ/mol: 0.0
Net charge: 0
HOMO-LUMO gap in hartree: 0.2343
Molecular weight in g/mol: 1267.1
HOMO level in eV: -6.13
2S+1: 1
E_tot in hartree: -9348.439653
E_LUMO in Eh: 0.0089

---

Entry 2:
A structure of composition C16H21FI2N3O3P, computed with ωB97M-V/def2-TZVPD.

Geometry as XYZ:
```
47
Properties=species:S:1:pos:R:3
C 4.6860 -0.7974 0.8654
C 4.6044 0.3350 -0.3574
C 3.2054 1.1838 -0.2413
O 2.0013 0.4038 -0.6745
C 0.8758 1.2838 -0.2180
C -0.5798 0.7903 -0.8662
C -0.2280 -0.6742 -1.5972
N 0.1027 -1.7688 -2.2236
C -1.1134 1.9319 -1.9054
I -3.0073 3.0906 -1.6742
C -0.3231 2.3375 -3.1373
C 1.1302 1.7120 -3.5603
I -1.1009 3.9242 -4.5023
C -1.6004 0.4086 0.3590
C -1.8506 1.5915 1.4629
N -2.1041 2.5334 2.3324
C -3.0448 -0.2156 -0.0986
O -3.4283 -0.4776 -1.3655
N -4.1233 -0.4984 0.9687
C -5.2280 0.5418 0.7284
O -6.1183 0.4540 -0.2972
F -5.4544 1.7244 1.6405
P -0.7128 -1.0289 1.3330
C -1.0196 -0.8260 3.2207
C -1.4626 -2.7280 0.8841
C -0.2637 -3.8921 0.9430
H 4.5941 -0.2429 1.9104
H 5.6867 -1.4172 0.8222
H 3.7670 -1.5270 0.6652
H 4.7474 -0.1422 -1.4263
H 5.5437 1.0393 -0.1926
H 3.3290 2.1505 -0.9052
H 3.0709 1.4772 0.8935
H 1.0850 2.3391 -0.7269
H 0.8718 1.3523 0.9474
H 1.1013 0.5540 -3.7279
H 1.9613 2.0097 -2.7589
H 1.4931 2.2092 -4.5750
H -3.7264 -0.4182 1.9300
H -0.5189 0.1349 3.6637
H -0.5435 -1.7664 3.7709
H -2.1867 -0.8792 3.4388
H -1.9217 -2.8032 -0.1914
H -2.2853 -2.9717 1.7079
H 0.6991 -3.3882 1.4054
H -0.5974 -4.8612 1.5131
H -0.0130 -4.1884 -0.1832
```

Computed properties:
Net charge: 0
HOMO-LUMO gap in hartree: 0.2989
Molecular weight in g/mol: 607.1
HOMO level in eV: -9.04
2S+1: 1
E_tot in hartree: -2048.351900
E_LUMO in Eh: -0.0332

---

Entry 3:
A structure of composition C24H18Cl4N3O5PtS, computed with ωB97M-V/def2-TZVPD.

Geometry as XYZ:
```
56
Properties=species:S:1:pos:R:3
Pt -0.2138 0.4958 -0.2951
C -0.3652 1.8355 2.8397
C 0.4222 2.5928 1.8262
C 1.0458 3.7865 2.2159
C 1.8698 4.4640 1.3539
C 2.0901 3.9424 0.0815
C 1.4513 2.7843 -0.2779
N 0.6041 2.1288 0.5821
C 1.6037 2.1800 -1.6286
C 2.2615 2.7162 -2.7216
C 2.1706 2.0526 -3.9376
C 1.3987 0.9079 -4.0690
C 0.7563 0.4070 -2.9455
N 0.9377 1.0248 -1.7770
C -0.1676 -0.7337 -2.8735
C -0.4482 -1.5199 -3.9669
C -1.3054 -2.6010 -3.8125
C -1.8195 -2.8619 -2.5667
C -1.5144 -2.0342 -1.4820
C -2.0693 -2.3516 -0.1323
N -0.7251 -0.9686 -1.6549
H -1.0506 2.5164 3.3417
H 0.3275 1.4234 3.5778
H -0.9413 1.0280 2.4142
H 0.8682 4.1491 3.2186
H 2.3570 5.3799 1.6594
H 2.7482 4.4439 -0.6122
H 2.8172 3.6386 -2.6438
H 2.6775 2.4550 -4.8038
H 1.2901 0.4363 -5.0338
H -0.0035 -1.3039 -4.9265
H -1.5472 -3.2335 -4.6555
H -2.4672 -3.7105 -2.3958
H -2.1129 -3.4331 -0.0102
H -3.0765 -1.9475 -0.0301
H -1.4665 -1.9097 0.6534
Cl 2.4518 -3.8041 5.7379
C 2.0243 -3.4257 4.1361
C 2.5745 -4.2903 3.0539
Cl 3.5974 -5.5696 3.5172
C 2.2855 -4.0928 1.7523
Cl 2.8906 -5.0786 0.5013
C 1.3926 -2.9911 1.3701
O 1.0264 -2.7672 0.2472
C 0.8678 -2.0594 2.5013
O 0.1942 -1.1315 2.1384
C 1.2185 -2.3753 3.8838
Cl 0.5829 -1.3612 5.0999
C -4.5476 1.0544 0.2285
S -2.9008 1.6778 0.1416
O -2.6254 1.9973 -1.2389
O -2.7648 2.7456 1.0968
O -2.0677 0.4430 0.5890
H -5.2010 1.9233 0.2104
H -4.6776 0.5044 1.1578
H -4.7250 0.4210 -0.6361
```

Computed properties:
Relative energy (zero: lowest compared OMol25 entry of this formula, charge and spin) in kJ/mol: 0.0
Net charge: +1
HOMO-LUMO gap in hartree: 0.2533
Molecular weight in g/mol: 797.4
HOMO level in eV: -11.49
2S+1: 1
E_tot in hartree: -3823.942996
E_LUMO in Eh: -0.1688

---

Entry 4:
A cluster of 4 separate species, C3H13O5 in total, computed with ωB97M-V/def2-TZVPD.

Geometry as XYZ:
```
21
Properties=species:S:1:pos:R:3
C -1.4268 -0.3448 1.0861
O -1.5315 -1.5253 0.3307
C -0.1385 -0.4771 1.9626
C 1.1233 -0.4526 1.0288
O 2.1094 0.5213 1.3772
H -1.5126 0.5994 0.5693
H -2.2231 -0.3453 1.6986
H -0.2924 -1.4650 2.4479
H -0.1757 0.4141 2.6933
H 1.6720 -1.4440 1.1841
H 1.0487 -0.1184 0.0157
H 1.6692 1.5186 1.1403
H 0.0448 1.1356 -0.4574
H 0.2937 2.4225 -1.2769
O 0.1232 2.0695 -0.3840
H -0.1120 0.2206 -2.4902
H 1.3608 0.1968 -3.0726
O 0.7907 0.8176 -2.8250
H -1.1592 -1.2536 -0.7392
H -1.1192 -1.4863 -2.4128
O -0.5449 -1.0036 -1.8766
```

Computed properties:
Relative energy (zero: lowest compared OMol25 entry of this formula, charge and spin) in kJ/mol: 199.0
Net charge: -1
HOMO-LUMO gap in hartree: 0.3165
Molecular weight in g/mol: 129.1
HOMO level in eV: -4.73
2S+1: 1
E_tot in hartree: -498.261841
E_LUMO in Eh: 0.1425